306
Properties=species:S:1:pos:R:3:forces:R:3:lowdin_charge:R:1 method="wB97M-V/def2-TZVPD" homo_ha=-0.29207 total_energy_ha=-5052.52701 lumo_ev=0.38 multiplicity=1 largest_force_ev_per_a=4.450 relative_energy_ev=0.0000 homo_lumo_gap_ha=0.30611
O -6.148302 -6.860051 -0.231744 -0.4 0.4 0.3 -0.038
H -6.603570 -7.611250 -0.612102 -0.1 -0.1 0.0 0.049
H -5.272330 -6.890354 -0.616432 0.5 -0.2 -0.3 0.006
O -1.690626 -8.137849 4.267805 0.3 0.1 -0.1 -0.042
H -2.629495 -8.106608 4.451569 -0.3 0.1 0.0 0.041
H -1.466203 -9.066784 4.322210 0.0 -0.3 0.1 0.036
O -6.401169 -4.549377 3.709202 0.2 0.0 0.9 -0.062
H -5.992346 -5.216066 3.157278 -0.1 -0.1 -0.3 0.026
H -6.633890 -3.845884 3.103257 -0.2 -0.3 -0.2 -0.036
O -3.901658 -8.003056 -1.688036 -0.3 0.0 0.3 -0.034
H -4.046187 -8.197902 -2.613976 -0.1 0.0 -0.2 0.033
H -2.954601 -7.886478 -1.612312 0.3 0.0 0.1 0.031
C 4.261751 -3.237633 -2.244525 0.4 -0.3 -0.4 -0.017
C 5.225294 -4.323651 -1.704107 0.1 -0.7 1.4 -0.465
C 6.457780 -4.461233 -2.592559 0.9 1.0 -0.2 -0.137
C 7.593891 -3.408975 -2.344760 -0.3 -0.1 0.8 -0.148
C 8.041995 -3.442806 -0.874331 -1.4 -1.7 0.3 -0.154
C 6.899594 -3.407914 0.199793 -0.2 2.2 -0.3 -0.440
N 5.725123 -4.193325 -0.258896 0.5 -1.7 0.0 -0.073
O 4.618294 -4.245287 0.754107 1.9 0.9 -2.4 -0.015
C 7.571129 -3.989468 1.544372 -2.3 0.2 -1.5 -0.013
C 6.494884 -1.856597 0.335758 1.0 -0.5 -0.1 -0.025
C 4.582917 -5.732729 -1.839033 -0.5 0.0 1.1 -0.043
H 3.988766 -3.511847 -3.263545 0.0 -0.4 -0.1 0.074
H 4.740752 -2.273237 -2.413604 0.0 0.2 0.6 0.059
H 3.298533 -3.164661 -1.739548 0.2 0.2 0.4 0.068
H 6.833499 -5.481268 -2.512135 0.4 0.1 0.5 0.116
H 6.054900 -4.473540 -3.605286 0.2 0.5 -0.3 0.113
H 7.323464 -2.372620 -2.547088 -0.5 0.0 -0.4 0.093
H 8.497463 -3.594230 -2.925569 -0.2 -0.2 -0.3 0.105
H 8.803124 -2.698342 -0.640750 -0.1 -0.1 0.0 0.118
H 8.403066 -4.453020 -0.681488 0.8 0.0 -0.3 0.106
H 8.430106 -3.376007 1.816277 -0.2 -0.2 0.1 0.081
H 6.771430 -4.042828 2.283111 0.2 0.6 0.4 0.058
H 7.791847 -5.047350 1.401997 0.5 0.1 -0.3 0.075
H 5.721383 -1.627900 1.068903 0.1 -0.1 0.1 0.063
H 7.381774 -1.238835 0.476819 0.3 -0.2 1.2 0.069
H 6.264623 -1.349817 -0.601400 -0.9 -0.8 -0.5 0.053
H 4.680773 -6.111334 -2.856482 -0.1 0.0 0.0 0.083
H 3.555337 -5.833371 -1.489683 -0.4 0.6 -0.4 0.058
H 5.045267 -6.412015 -1.122868 0.7 0.0 -0.3 0.088
H 4.285262 -3.417736 0.399367 -1.3 0.4 0.9 0.041
C -6.122773 1.343098 -0.686594 -0.9 0.9 -0.7 -0.029
C -5.033469 2.260703 -1.339410 0.0 -2.6 0.9 -0.443
C -3.982162 1.309261 -1.997637 -0.8 0.2 -0.7 -0.126
C -4.431345 0.657556 -3.325131 -0.1 1.5 -0.4 -0.166
C -4.829845 1.786190 -4.283489 1.4 0.1 -0.4 -0.154
C -5.829460 2.844281 -3.725782 -1.4 -2.1 -0.1 -0.450
N -5.530321 3.259813 -2.341687 1.6 -2.5 0.6 -0.097
O -6.522697 4.108999 -1.796579 0.6 -0.3 -0.3 -0.008
C -5.676631 4.146630 -4.468782 -0.1 0.7 -1.2 -0.045
C -7.228765 2.062780 -3.915994 0.2 1.3 0.9 -0.010
C -4.374917 2.938090 -0.122739 0.1 0.2 -0.1 -0.043
H -5.877702 0.698135 0.157245 0.9 0.6 0.2 0.057
H -6.612415 0.613951 -1.332115 -0.2 0.5 -0.6 0.066
H -6.802322 2.134116 -0.369393 -0.8 -0.6 0.3 0.080
H -3.129023 1.970207 -2.150623 0.4 -0.3 -0.6 0.113
H -3.637534 0.454345 -1.415872 -0.3 0.5 1.0 0.091
H -5.255219 -0.055547 -3.353716 0.0 -0.2 1.0 0.103
H -3.557479 0.132323 -3.710612 0.0 -0.1 -0.3 0.099
H -5.155722 1.358813 -5.231784 -0.9 0.0 0.1 0.114
H -3.888747 2.184906 -4.662243 0.3 0.9 0.5 0.107
H -4.637611 4.419156 -4.283644 0.0 0.4 -0.2 0.079
H -5.858904 4.161627 -5.543335 0.2 -0.8 -0.2 0.086
H -6.343500 4.961124 -4.185970 -0.1 -0.2 0.8 0.078
H -7.295904 1.067979 -3.475596 0.9 -0.2 -0.2 0.058
H -8.010013 2.550942 -3.333373 -0.2 0.6 -0.4 0.071
H -7.482017 1.982486 -4.973123 -0.1 0.2 0.1 0.076
H -3.396836 3.340775 -0.385984 -0.1 0.4 0.0 0.067
H -4.209510 2.251823 0.707793 0.1 -0.6 -0.3 0.066
H -5.023291 3.666306 0.364526 0.0 0.5 -0.5 0.085
H -5.920066 4.856258 -1.802443 -0.7 1.1 0.6 0.062
C -1.457763 -3.455739 0.264755 -1.5 1.1 0.7 -0.017
C -0.871757 -2.436967 1.342787 -1.3 -1.4 -0.4 -0.401
C 0.619939 -2.640111 1.431493 0.7 0.4 0.2 -0.161
C 1.402712 -1.845200 0.463674 1.0 0.2 -0.6 -0.229
C 1.036500 -0.390275 0.450815 -1.4 -0.6 -0.5 -0.084
C -0.540617 -0.186714 0.095800 1.3 0.9 0.3 -0.459
N -1.273789 -0.997027 1.049173 1.3 -1.6 2.0 -0.081
O -2.681177 -0.766594 1.050081 0.7 -0.7 -0.5 -0.023
C -0.936908 1.252035 0.375548 -0.4 0.5 0.3 -0.036
C -0.884885 -0.502693 -1.343188 -0.4 -0.6 -0.6 -0.020
C -1.413231 -2.902824 2.754634 -0.5 0.8 -1.0 -0.016
H -1.792339 -4.393348 0.708654 0.8 -0.4 0.1 0.070
H -0.942507 -3.597105 -0.685314 0.5 0.0 0.3 0.060
H -2.446024 -3.077297 0.003582 -0.1 0.5 -0.3 0.053
H 0.906973 -2.361632 2.445480 0.3 -0.2 0.1 0.116
H 0.954956 -3.646795 1.181605 -0.7 -0.5 0.8 0.124
H 1.418875 -2.350950 -0.501759 -0.5 0.3 -0.5 0.100
H 2.467232 -1.866666 0.696981 0.3 -0.2 0.4 0.105
H 1.804173 0.024333 -0.202549 -0.7 0.9 -0.4 0.107
H 1.244403 -0.042439 1.462689 -0.3 0.4 0.1 0.114
H -2.014020 1.401616 0.300965 0.0 -0.2 -0.5 0.054
H -0.744737 1.538365 1.409560 0.5 0.0 0.0 0.074
H -0.459741 1.934097 -0.328157 0.1 0.1 0.1 0.081
H -1.944642 -0.742389 -1.430174 -0.1 -0.4 0.4 0.069
H -0.829769 0.330328 -2.043999 0.8 0.1 0.1 0.075
H -0.326673 -1.375418 -1.682064 0.1 0.2 -0.3 0.056
H -2.470804 -2.638970 2.749374 -0.1 -0.5 0.3 0.058
H -0.938020 -2.439866 3.619469 0.2 0.7 -0.3 0.072
H -1.245412 -3.960237 2.959161 -0.2 -0.2 -0.6 0.084
H -2.796200 -0.285597 1.872888 -0.2 0.2 0.3 0.079
C -0.863419 2.192998 4.659580 0.5 1.1 0.8 -0.048
C -2.260825 2.152541 5.296279 0.0 1.1 -0.9 -0.470
C -3.114856 3.083624 4.391907 -0.2 -1.9 -0.5 -0.146
C -4.609041 2.750657 4.438281 0.3 1.6 -0.8 -0.174
C -4.903525 1.256265 4.196800 0.7 0.9 1.4 -0.117
C -4.072529 0.439352 5.202326 -1.7 -3.4 0.1 -0.440
N -2.631067 0.756188 5.068895 -3.6 1.8 -1.6 -0.149
O -1.861399 -0.085441 5.780768 1.3 -1.3 2.0 0.002
C -4.683765 0.378327 6.634856 0.0 1.0 0.2 -0.039
C -4.278283 -1.096741 4.752244 0.8 1.3 -1.1 -0.027
C -2.284197 2.719729 6.795682 1.0 -1.4 -1.6 0.007
H -0.150139 1.921492 5.437790 0.4 -0.3 -0.5 0.065
H -0.601950 3.184701 4.290435 0.0 0.5 0.5 0.082
H -0.795078 1.623309 3.732823 -0.1 -0.7 0.5 0.076
H -2.810070 4.108361 4.604315 -0.5 0.1 0.1 0.121
H -2.894164 2.888926 3.342394 0.8 0.0 -0.1 0.104
H -5.043748 3.323907 3.619434 -0.3 0.1 -0.2 0.099
H -4.950787 3.305776 5.311861 -0.9 -1.1 0.5 0.108
H -4.679656 0.909576 3.187943 0.6 0.4 -0.3 0.103
H -5.972146 1.049304 4.254377 0.0 0.0 0.6 0.122
H -5.127129 1.312152 6.980552 0.7 0.5 0.1 0.066
H -5.555136 -0.259989 6.781102 0.2 -0.6 -0.8 0.079
H -3.916435 0.004165 7.312588 0.0 0.3 0.2 0.083
H -4.080165 -1.869988 5.494488 -0.2 0.2 0.1 0.090
H -5.243751 -1.204108 4.257818 -0.4 -0.1 0.8 0.067
H -3.637413 -1.283068 3.890465 0.5 -0.1 0.0 0.042
H -1.801100 3.696248 6.762059 -0.1 0.1 0.1 0.078
H -1.606971 2.018909 7.283863 -0.1 0.2 0.7 0.070
H -3.245820 2.753717 7.307771 0.0 0.0 -0.3 0.067
H -1.820189 -0.896441 5.268743 0.2 -0.1 -0.2 0.092
C -2.187020 6.273746 -2.695377 -0.6 -1.0 -1.0 -0.051
C -2.716190 7.187350 -1.595544 1.4 -0.9 0.6 -0.488
C -1.674830 8.261375 -1.487463 -0.3 2.5 0.1 -0.159
C -2.141734 9.540289 -0.742205 -0.4 -1.6 0.5 -0.179
C -3.485952 10.084161 -1.219453 0.5 -1.0 -1.2 -0.126
C -4.619963 8.936970 -1.317490 0.2 1.1 1.4 -0.419
N -4.037866 7.740769 -1.979617 2.2 1.6 0.3 -0.098
O -4.915497 6.703947 -2.110271 -1.6 -1.2 0.3 -0.024
C -5.203234 8.726553 0.163047 0.6 -0.6 -1.5 -0.011
C -5.713254 9.492953 -2.252842 -0.6 -0.2 -0.2 -0.052
C -2.604153 6.321281 -0.294771 -1.6 0.3 0.5 -0.016
H -1.143923 5.982643 -2.571630 0.1 0.2 0.4 0.084
H -2.251897 6.669491 -3.708932 -0.1 0.6 0.1 0.088
H -2.744450 5.338582 -2.748778 -0.1 -0.2 0.2 0.065
H -0.725853 7.938510 -1.059325 -0.2 -0.5 0.2 0.119
H -1.387522 8.626108 -2.473634 -0.2 -0.1 -0.4 0.117
H -1.259903 10.180817 -0.756140 -0.5 0.7 0.1 0.111
H -2.431921 9.322455 0.285617 0.9 -0.4 0.5 0.100
H -3.341724 10.491554 -2.220123 -0.3 0.2 -0.1 0.105
H -3.708328 10.886028 -0.515431 -0.8 0.0 -0.3 0.112
H -4.528122 8.136249 0.782623 0.2 0.2 0.0 0.053
H -5.365361 9.697494 0.631107 -0.2 -0.1 -0.1 0.076
H -6.112469 8.128191 0.105073 -0.2 0.3 0.0 0.074
H -6.540901 8.841998 -2.534528 0.4 -1.0 0.2 0.072
H -6.344866 10.283338 -1.847289 0.8 0.6 0.4 0.083
H -5.270884 9.803793 -3.199303 0.1 0.2 0.1 0.079
H -1.607147 5.959448 -0.043429 0.1 -0.1 -0.6 0.085
H -3.317970 5.499018 -0.344408 0.3 -0.2 -0.2 0.051
H -2.920680 6.835812 0.612508 0.0 0.5 0.0 0.063
H -5.135997 6.665316 -3.043807 0.0 0.0 -0.2 0.100
C 1.887053 3.139675 1.086548 0.4 0.1 1.0 -0.039
C 3.234259 3.872463 1.003751 0.5 1.7 -1.8 -0.415
C 3.049145 5.315086 1.615233 2.0 0.0 0.2 -0.103
C 4.433374 6.094381 1.773391 -0.5 -0.3 0.5 -0.156
C 5.555063 5.231988 2.398096 -0.5 0.7 -1.6 -0.159
C 5.712447 3.882344 1.710071 0.9 -0.9 1.8 -0.462
N 4.361874 3.198713 1.722517 -0.3 4.4 0.7 -0.136
O 4.375649 1.878477 1.542761 0.4 -2.8 -0.7 -0.010
C 6.443069 3.971581 0.347159 -2.0 0.6 -0.1 -0.024
C 6.730765 3.164316 2.690616 -1.4 -1.7 -1.4 -0.035
C 3.527444 4.115065 -0.565421 -1.1 -0.8 0.4 -0.030
H 1.729702 2.951941 2.148674 -0.1 -0.8 0.1 0.078
H 1.779511 2.251427 0.464017 0.4 -0.1 0.3 0.054
H 1.027959 3.770773 0.859011 0.3 0.5 -0.4 0.084
H 2.397544 5.886267 0.953967 -0.1 0.0 0.1 0.108
H 2.622894 5.304119 2.618374 -0.3 -0.4 0.0 0.109
H 4.361976 6.909514 2.493503 -0.7 0.2 -0.1 0.096
H 4.706504 6.600653 0.847539 0.2 -0.4 -0.2 0.094
H 5.431652 5.202461 3.480689 -0.4 -0.6 0.0 0.115
H 6.524810 5.714763 2.277206 0.0 0.4 -0.1 0.116
H 6.269673 3.038267 -0.188525 0.8 -0.2 0.1 0.081
H 5.876707 4.679233 -0.258282 0.3 0.2 -0.1 0.049
H 7.455540 4.368743 0.419606 0.1 -0.6 0.1 0.087
H 7.733250 3.567500 2.547217 -0.2 0.3 0.6 0.084
H 6.339520 3.014899 3.696952 0.3 0.9 0.3 0.067
H 6.795673 2.121135 2.381317 0.3 -0.2 -0.4 0.065
H 3.939383 3.243649 -1.074371 1.2 0.1 0.5 0.049
H 3.993760 5.067488 -0.817465 0.3 -0.3 0.1 0.073
H 2.610954 4.062688 -1.153125 -0.7 0.8 0.6 0.046
H 4.281609 1.564918 2.445228 -0.1 -0.6 0.0 0.087
C 2.658804 0.679653 7.491019 -0.5 -0.8 0.6 -0.036
C 3.419875 0.827724 6.181952 1.8 0.8 0.3 -0.433
C 4.836202 1.428405 6.670225 -1.1 0.0 -0.3 -0.123
C 5.811011 0.434795 7.330760 -0.8 0.7 -0.1 -0.179
C 6.002629 -0.761675 6.433584 0.3 0.3 0.5 -0.159
C 4.707573 -1.411318 5.948066 -0.4 0.3 0.3 -0.483
N 3.770706 -0.396241 5.438986 2.5 2.3 0.5 -0.151
O 2.733704 -0.910732 4.770116 -2.7 -1.6 -0.6 -0.008
C 5.113366 -2.327728 4.792494 -0.7 -0.8 1.0 -0.038
C 4.121764 -2.278061 7.137250 0.4 -0.4 -1.1 -0.012
C 2.838659 1.944008 5.222974 0.1 -0.8 1.1 -0.011
H 2.607350 1.649948 7.984959 -0.3 0.0 0.0 0.084
H 3.180741 0.011099 8.175656 0.5 0.2 0.0 0.057
H 1.688836 0.182635 7.506161 -0.4 0.4 -0.7 0.084
H 5.285617 1.963753 5.833848 0.3 -0.4 -0.3 0.093
H 4.569096 2.241697 7.344990 0.1 0.0 0.3 0.107
H 5.452657 0.153386 8.320958 -0.1 0.0 0.1 0.101
H 6.754258 0.958871 7.484777 0.1 -0.1 0.1 0.110
H 6.566566 -1.535561 6.954326 0.1 -0.1 0.1 0.122
H 6.665509 -0.401570 5.646813 -0.3 -0.3 -0.6 0.121
H 5.629857 -1.861798 3.953301 -0.3 0.2 0.1 0.082
H 5.762979 -3.065025 5.264186 0.3 -0.1 -0.3 0.081
H 4.212717 -2.880700 4.525779 0.1 0.0 -0.7 0.084
H 3.094056 -2.622727 7.022737 -0.3 0.6 -0.3 0.083
H 4.653327 -3.227383 7.071340 0.4 0.0 0.6 0.072
H 4.241494 -1.807071 8.112915 0.1 -0.1 -0.1 0.066
H 3.629370 2.139642 4.498677 -0.3 0.2 -0.3 0.058
H 2.625439 2.844992 5.798185 0.7 0.2 0.3 0.085
H 1.843458 1.818835 4.796355 0.3 -0.9 -0.4 0.046
H 2.801189 -0.652451 3.847971 0.2 0.1 -0.2 0.098
C -0.845620 -2.824614 -3.953766 -0.7 -0.6 1.4 -0.055
C -0.981308 -3.889450 -5.031415 0.3 -1.3 -1.2 -0.436
C 0.504999 -4.192632 -5.423488 -0.4 -0.1 -0.1 -0.158
C 0.575690 -5.342261 -6.417297 0.2 0.2 0.3 -0.165
C 0.062165 -6.674481 -5.825874 -0.6 1.5 0.0 -0.129
C -1.341648 -6.528260 -5.237808 -1.5 0.2 1.2 -0.450
N -1.554472 -5.192208 -4.566455 2.7 0.2 -0.4 -0.129
O -2.833866 -4.999510 -4.064388 -0.6 -0.1 0.2 -0.001
C -2.327858 -6.859035 -6.382457 -0.1 -0.6 0.6 -0.039
C -1.539302 -7.633091 -4.087191 0.0 0.6 -0.9 -0.016
C -1.806096 -3.268282 -6.282713 1.6 -0.9 0.4 0.007
H -1.811755 -2.497937 -3.569111 -0.1 0.9 -0.7 0.082
H -0.132017 -2.049875 -4.234215 -0.7 0.4 -0.4 0.072
H -0.431985 -3.160324 -3.002809 0.5 -0.9 -0.1 0.066
H 0.834371 -3.227753 -5.809010 0.3 -0.1 -0.7 0.106
H 1.214853 -4.381917 -4.618262 -0.6 -0.1 0.8 0.115
H 1.600901 -5.570792 -6.708529 0.1 0.5 -0.4 0.111
H 0.001336 -4.891292 -7.226520 0.0 -1.1 -0.7 0.102
H 0.761636 -7.011243 -5.060741 0.1 0.0 0.0 0.119
H -0.035206 -7.420745 -6.614356 0.4 -0.1 0.1 0.114
H -2.054552 -7.900528 -6.551847 -0.3 -0.1 -0.7 0.077
H -3.379762 -6.888686 -6.098344 0.0 0.4 0.2 0.080
H -2.231500 -6.278951 -7.300232 0.3 0.0 0.1 0.077
H -1.089424 -8.591068 -4.347935 0.4 0.1 -0.2 0.084
H -1.101078 -7.273343 -3.156253 0.1 0.0 -0.1 0.064
H -2.577813 -7.908232 -3.903141 -0.1 0.5 -0.2 0.046
H -2.483140 -2.465744 -5.990048 0.1 -0.2 -0.1 0.073
H -2.275006 -4.017231 -6.920898 -0.6 -0.2 0.7 0.060
H -1.051328 -2.947367 -7.000646 0.1 0.9 0.2 0.066
H -2.554703 -4.686578 -3.200822 -0.9 0.0 0.5 0.092
C 4.630149 -0.455817 -4.827247 -0.9 -0.6 0.8 -0.044
C 3.964245 0.800757 -4.268581 0.2 1.5 1.5 -0.422
C 4.545378 1.973670 -5.141387 -0.4 0.0 -0.2 -0.153
C 3.785040 3.304928 -5.172473 0.2 -2.3 -1.1 -0.175
C 2.306337 3.001383 -5.532526 0.9 0.3 1.7 -0.108
C 1.712707 1.974641 -4.502761 -1.0 0.1 0.9 -0.456
N 2.485731 0.716257 -4.419957 1.6 1.2 -2.3 -0.114
O 1.916449 -0.239241 -3.557338 0.2 0.2 -0.1 -0.024
C 1.632001 2.606514 -3.070644 0.8 -0.1 -1.0 -0.026
C 0.229434 1.649872 -4.908111 1.5 0.3 -0.3 -0.024
C 4.445982 1.053632 -2.739053 0.7 -1.2 -0.7 -0.008
H 5.628951 -0.528710 -4.396931 0.3 0.1 -0.8 0.083
H 4.514253 -0.501585 -5.910102 0.6 0.2 0.0 0.085
H 4.143912 -1.372633 -4.493889 -0.3 0.0 0.4 0.054
H 5.552631 2.303532 -4.886960 0.3 -0.9 0.5 0.117
H 4.630783 1.591725 -6.158706 -0.2 0.0 -0.2 0.105
H 4.282548 3.820982 -5.993626 -0.2 0.6 0.2 0.110
H 4.013481 3.779602 -4.218222 -0.8 0.5 -0.1 0.105
H 2.112870 2.665167 -6.551168 0.5 -0.2 0.0 0.118
H 1.908992 4.013687 -5.458641 -1.2 -0.3 0.2 0.113
H 0.942628 3.449059 -3.125114 -0.3 -0.2 0.6 0.088
H 1.445526 1.798525 -2.363196 -0.8 0.2 0.1 0.074
H 2.590684 2.996880 -2.729121 0.0 0.0 -0.5 0.029
H -0.179428 0.836744 -4.308327 -0.3 0.7 0.5 0.058
H -0.195395 2.652622 -4.862057 -1.0 -0.4 0.4 0.079
H 0.097296 1.309087 -5.935006 0.5 0.0 -0.3 0.076
H 5.048251 1.947538 -2.576936 -0.3 0.3 -0.3 0.064
H 5.164720 0.254452 -2.557878 0.2 -0.1 0.1 0.045
H 3.788714 0.937042 -1.877370 -0.7 0.2 -0.5 0.065
H 1.703414 -0.889058 -4.231094 -0.3 -0.5 0.4 0.083
C 1.856785 -7.575985 1.110164 1.2 -0.7 0.3 -0.060
C 0.414592 -7.246692 0.987690 -0.8 0.2 0.2 -0.497
C 0.216587 -6.809589 -0.416817 -0.5 0.6 -0.3 -0.081
O -0.459235 -8.384406 1.275952 0.8 1.1 -0.4 -0.043
H 2.282656 -7.523185 2.112129 -0.2 -0.5 0.1 0.085
H 2.514698 -6.956608 0.500560 -0.2 0.4 0.0 0.061
H 1.929001 -8.561823 0.650784 0.4 -0.3 0.4 0.092
H 0.122164 -6.366462 1.560229 0.0 -0.2 0.7 0.131
H -0.743341 -6.296492 -0.474973 -0.3 -0.5 -0.7 0.064
H 0.403143 -7.646133 -1.090237 -0.4 0.2 -0.3 0.092
H 0.943565 -6.016484 -0.591706 0.1 -0.1 -0.3 0.072
H -0.500568 -8.462877 2.231842 -0.2 0.1 0.2 0.047
C -6.786380 -2.123659 1.707879 -1.4 -0.1 -1.0 -0.051
C -6.891739 -3.104042 0.526198 2.0 0.4 -0.5 -0.454
C -5.616260 -2.963480 -0.353764 -0.7 -0.4 -0.5 -0.039
O -7.063851 -4.417450 1.005688 -0.5 0.4 0.8 -0.054
H -6.732041 -1.094752 1.352207 0.7 0.0 -0.2 0.064
H -5.951122 -2.385763 2.357295 -0.2 0.3 0.1 0.068
H -7.777101 -2.078518 2.160152 0.2 -0.5 0.9 0.092
H -7.692326 -2.827000 -0.159675 -0.5 0.1 0.4 0.128
H -5.966338 -3.157708 -1.367579 0.3 0.2 -0.3 0.072
H -4.833150 -3.705070 -0.196010 0.0 0.0 0.6 0.066
H -5.197073 -1.959549 -0.286562 0.1 0.0 -0.1 0.059
H -6.762860 -5.122526 0.427867 0.2 -0.1 -0.6 0.041